Formula: C52H65N13
Source: the Open Molecules 2025 dataset
Level of theory: ωB97M-V/def2-TZVPD

As for the HOMO-LUMO gap: 7.326 eV. The total energy comes out at -2731.014897 a.u. The calculation puts the energy above the lowest of the compared OMol25 structures with the same formula, charge and spin at 31.794 eV.

Element x y z (Å)
N 2.93 0.24 3.07
C 2.19 0.25 1.90
C 1.55 1.46 1.73
C 1.84 2.18 2.87
C 2.73 1.46 3.61
H 3.61 -0.48 3.29
H 2.25 -0.60 1.23
H 0.87 1.75 0.95
H 1.48 3.17 3.11
H 3.21 1.58 4.56
N -4.63 2.82 -2.29
C -3.94 3.24 -3.37
C -2.62 2.75 -3.22
C -2.65 1.87 -2.19
C -3.86 1.98 -1.56
H -5.60 3.04 -2.11
H -4.46 3.87 -4.08
H -1.85 2.98 -3.94
H -1.77 1.33 -1.86
H -4.16 1.56 -0.61
N -3.03 1.96 2.13
C -2.38 2.99 2.72
C -1.78 3.82 1.83
C -2.17 3.29 0.56
C -2.91 2.16 0.80
H -3.54 1.17 2.50
H -2.46 2.87 3.79
H -1.22 4.71 2.08
H -1.94 3.61 -0.44
H -3.36 1.49 0.07
N -1.41 -2.28 -0.80
C -1.36 -3.20 0.20
C -2.45 -4.00 0.11
C -3.13 -3.65 -1.03
C -2.53 -2.52 -1.55
H -0.78 -1.51 -0.97
H -0.50 -3.16 0.85
H -2.70 -4.82 0.76
H -4.03 -4.09 -1.44
H -2.77 -1.87 -2.37
N 2.37 -5.22 -1.32
C 2.77 -4.39 -0.35
C 1.82 -3.37 -0.16
C 0.79 -3.65 -1.04
C 1.11 -4.80 -1.70
H 2.94 -5.99 -1.63
H 3.69 -4.64 0.17
H 1.87 -2.56 0.54
H -0.08 -3.02 -1.14
H 0.60 -5.28 -2.52
N 4.20 0.09 -1.08
C 3.16 -0.75 -0.85
C 3.37 -1.88 -1.58
C 4.56 -1.73 -2.24
C 5.09 -0.53 -1.91
H 4.16 1.06 -0.81
H 2.36 -0.33 -0.26
H 2.72 -2.74 -1.62
H 4.99 -2.48 -2.88
H 5.97 -0.01 -2.26
N -3.81 -1.14 3.49
C -2.62 -1.80 3.20
C -2.25 -1.41 1.91
C -3.22 -0.57 1.37
C -4.14 -0.43 2.34
H -4.34 -1.26 4.34
H -2.16 -2.35 4.01
H -1.35 -1.66 1.38
H -3.19 -0.30 0.33
H -5.06 0.13 2.27
N 1.43 -0.46 -3.93
C 1.02 -1.63 -3.37
C -0.39 -1.56 -3.17
C -0.81 -0.34 -3.66
C 0.32 0.39 -4.05
H 2.37 -0.21 -4.21
H 1.72 -2.44 -3.27
H -1.04 -2.37 -2.86
H -1.84 -0.02 -3.72
H 0.49 1.35 -4.52
N 0.24 0.62 3.41
C -1.08 0.33 3.40
C -1.51 0.37 4.71
C -0.47 0.84 5.52
C 0.64 0.90 4.72
H 0.87 0.70 2.62
H -1.67 0.29 2.50
H -2.52 0.20 5.02
H -0.47 1.02 6.58
H 1.67 1.15 4.88
N -0.12 -0.03 -1.44
C 0.71 -0.95 -0.88
C 0.35 -0.97 0.49
C -0.53 0.07 0.77
C -0.84 0.60 -0.44
H -0.21 0.13 -2.44
H 1.29 -1.54 -1.58
H 0.79 -1.60 1.26
H -0.88 0.45 1.72
H -1.50 1.45 -0.59
N 0.85 3.37 -2.62
C 0.98 4.72 -2.69
C -0.34 5.13 -2.38
C -1.16 4.06 -2.05
C -0.41 2.94 -2.21
H 1.65 2.81 -2.87
H 1.89 5.22 -2.97
H -0.70 6.13 -2.24
H -2.18 4.13 -1.70
H -0.67 1.89 -2.08
N 2.38 2.87 -0.68
C 3.14 3.35 -1.68
C 3.22 2.29 -2.61
C 2.44 1.26 -2.21
C 1.93 1.60 -0.97
H 2.33 3.30 0.23
H 3.61 4.31 -1.57
H 3.74 2.39 -3.56
H 2.31 0.34 -2.76
H 1.30 1.08 -0.27
N 0.50 -4.03 2.18
C 1.81 -3.62 2.28
C 1.86 -2.31 2.66
C 0.52 -2.01 3.05
C -0.26 -3.15 2.78
H 0.16 -4.86 1.74
H 2.60 -4.26 1.90
H 2.70 -1.64 2.70
H 0.14 -1.09 3.45
H -1.32 -3.33 2.80

---

Formula: C52H70AsBr2N8O4S6SnTe
Source: the Open Molecules 2025 dataset
Level of theory: ωB97M-V/def2-TZVPD

As for the HOMO-LUMO gap (spin up / spin down): 3.086 / 5.099 eV. The total energy comes out at -13017.813764 a.u. The spin multiplicity is 2. The net charge is -2.

Element x y z (Å)
Sn -0.02 -0.42 -0.19
S 1.22 0.72 1.94
S 1.25 -0.69 3.45
S 2.37 -2.25 2.69
S 1.39 -2.70 0.92
C -2.66 1.03 2.73
C -2.87 1.70 1.41
C -3.98 2.49 1.20
C -4.11 3.26 0.03
C -3.02 3.28 -0.87
C -2.94 4.09 -2.02
Br -4.41 5.22 -2.50
C -1.81 4.15 -2.81
C -0.72 3.36 -2.47
Br 0.85 3.59 -3.54
C -0.70 2.46 -1.39
O 0.34 1.71 -1.13
C -1.90 2.43 -0.59
N -1.88 1.58 0.49
H -1.93 1.58 3.32
H -2.26 0.03 2.63
H -3.60 0.99 3.30
H -4.73 2.54 1.98
H -4.97 3.90 -0.14
H -1.76 4.81 -3.66
C -0.03 -5.05 -1.11
N -0.61 -3.78 -1.50
C -2.06 -3.90 -1.51
N -2.52 -4.94 -2.45
C -1.90 -6.20 -2.04
N -0.43 -6.14 -2.02
C 0.01 -5.77 -3.37
N -0.55 -4.49 -3.82
C -0.15 -3.45 -2.85
C -2.01 -4.59 -3.78
H -0.37 -5.30 -0.10
H 1.05 -4.97 -1.09
H -2.48 -2.93 -1.79
H -2.40 -4.16 -0.50
H -2.21 -6.99 -2.74
H -2.25 -6.46 -1.04
H -0.29 -6.55 -4.07
H 1.10 -5.69 -3.37
H -0.58 -2.50 -3.15
H 0.94 -3.35 -2.84
H -2.33 -5.36 -4.49
H -2.42 -3.62 -4.07
C -4.73 -3.58 4.17
N -4.09 -3.89 2.89
N -4.14 -2.81 1.99
C -2.88 -2.54 1.45
O -2.67 -1.72 0.59
C -1.98 -3.47 2.13
C -2.72 -4.21 2.97
C -2.26 -5.25 3.93
C -5.37 -2.32 1.52
C -6.47 -3.16 1.39
C -7.67 -2.64 0.94
C -7.78 -1.30 0.60
C -6.67 -0.47 0.72
C -5.46 -0.97 1.18
H -5.77 -3.32 3.99
H -4.23 -2.74 4.67
H -4.70 -4.46 4.80
H -0.92 -3.52 1.92
H -1.22 -5.48 3.74
H -2.85 -6.16 3.84
H -2.34 -4.90 4.97
H -6.37 -4.21 1.64
H -8.53 -3.30 0.83
H -8.72 -0.90 0.25
H -6.73 0.58 0.48
H -4.60 -0.32 1.27
C 3.17 -0.32 -4.45
S 1.92 0.41 -3.38
C 0.63 0.52 -4.63
O 1.46 -0.71 -2.50
H 3.33 0.33 -5.31
H 2.82 -1.31 -4.75
H 4.08 -0.39 -3.85
H 0.34 -0.49 -4.89
H 1.00 1.08 -5.49
H -0.21 1.05 -4.18
C -5.11 -0.53 -4.83
As -4.40 -0.48 -3.03
C -5.26 1.06 -2.27
C -5.18 -2.03 -2.20
S -2.33 -0.43 -3.00
H -6.20 -0.55 -4.82
H -4.72 -1.42 -5.33
H -4.76 0.36 -5.35
H -6.34 0.91 -2.24
H -5.00 1.91 -2.89
H -4.86 1.24 -1.27
H -6.26 -1.90 -2.10
H -4.73 -2.17 -1.22
H -4.96 -2.90 -2.83
C 5.11 -1.68 -0.79
C 4.69 -0.27 -0.49
O 4.41 0.51 -1.44
N 4.62 0.07 0.79
Te 3.72 1.84 0.70
C 5.37 3.14 0.15
C 6.58 3.24 0.85
C 7.00 2.24 1.89
C 7.44 4.30 0.57
C 7.14 5.26 -0.38
C 8.05 6.43 -0.63
C 5.96 5.11 -1.11
C 5.08 4.06 -0.87
C 3.85 3.94 -1.73
C 3.85 2.46 2.75
C 4.30 1.73 3.86
C 4.85 0.33 3.83
C 4.19 2.32 5.12
C 3.63 3.56 5.34
C 3.48 4.12 6.72
C 3.17 4.26 4.23
C 3.25 3.72 2.95
C 2.66 4.53 1.82
H 5.99 -1.68 -1.44
H 4.29 -2.17 -1.32
H 5.32 -2.23 0.12
H 6.53 1.27 1.73
H 6.72 2.58 2.89
H 8.08 2.11 1.87
H 8.37 4.37 1.12
H 8.95 6.36 -0.02
H 7.55 7.37 -0.39
H 8.35 6.48 -1.68
H 5.72 5.82 -1.90
H 4.06 4.34 -2.73
H 3.01 4.52 -1.33
H 3.51 2.92 -1.86
H 5.06 -0.03 2.83
H 4.10 -0.35 4.25
H 5.74 0.28 4.45
H 4.54 1.74 5.97
H 4.24 3.73 7.40
H 2.50 3.85 7.14
H 3.54 5.21 6.72
H 2.71 5.23 4.36
H 2.26 5.47 2.19
H 1.83 3.99 1.34
H 3.40 4.76 1.05

---

Formula: C52H72BrN5P2RuSSi
Source: the Open Molecules 2025 dataset
Level of theory: ωB97M-V/def2-TZVPD

As for the HOMO-LUMO gap (spin up / spin down): 6.602 / 7.101 eV. The total energy comes out at -6337.636529 a.u. The spin multiplicity is 2. The net charge is +1. The calculation puts the energy above the lowest of the compared OMol25 structures with the same formula, charge and spin at 0.000 eV.

Element x y z (Å)
Ru 0.06 -0.14 -0.11
C 5.03 -3.54 -0.76
C 4.15 -3.78 0.46
N 3.59 -2.55 1.00
C 2.48 -1.97 0.51
S 2.08 -0.38 1.15
N 1.75 -2.61 -0.37
N 0.61 -2.02 -0.73
C -0.17 -2.64 -1.58
C 0.35 -3.85 -2.30
C -1.51 -2.13 -1.67
C -2.55 -2.77 -2.36
C -3.85 -2.36 -2.18
C -4.11 -1.29 -1.33
C -3.04 -0.64 -0.75
N -1.78 -1.03 -0.92
H 5.46 -4.49 -1.11
H 5.86 -2.86 -0.53
H 4.45 -3.11 -1.58
H 4.72 -4.25 1.26
H 3.32 -4.43 0.20
H 4.20 -1.94 1.52
H 0.86 -4.50 -1.60
H -0.44 -4.41 -2.80
H 1.08 -3.54 -3.05
H -2.32 -3.60 -3.01
H -4.66 -2.87 -2.68
H -5.13 -0.96 -1.14
H -3.19 0.21 -0.09
C 0.97 2.68 2.22
Si -0.35 1.91 1.04
C -0.60 3.44 -0.11
C -0.52 4.71 0.47
C -0.50 5.86 -0.30
C -0.59 5.77 -1.68
C -0.74 4.53 -2.27
C -0.73 3.36 -1.50
P -1.17 1.74 -2.22
C -2.88 2.31 -2.82
C -3.65 1.28 -3.64
C -4.90 1.93 -4.25
C -5.79 2.50 -3.15
C -5.02 3.50 -2.29
C -3.77 2.85 -1.70
C -0.43 1.51 -3.94
C 0.79 2.35 -4.33
C 1.29 1.98 -5.73
C 1.59 0.48 -5.85
C 0.34 -0.33 -5.50
C -0.14 0.01 -4.09
C -1.89 1.47 2.10
C -2.74 2.55 2.39
C -3.84 2.40 3.22
C -4.13 1.15 3.75
C -3.32 0.07 3.45
C -2.19 0.21 2.64
P -1.05 -1.19 2.24
C 0.15 -1.38 3.68
C 0.74 -0.03 4.13
C -0.08 0.68 5.21
C -0.31 -0.24 6.40
C -1.05 -1.49 5.94
C -0.22 -2.23 4.89
C -1.83 -2.90 2.31
C -2.33 -3.38 0.94
C -3.12 -4.68 1.08
C -4.44 -4.42 1.82
C -4.30 -3.24 2.79
C -2.90 -3.21 3.38
H 0.50 3.03 3.15
H 1.45 3.52 1.74
H 1.75 1.97 2.49
H -0.46 4.81 1.55
H -0.42 6.83 0.18
H -0.56 6.66 -2.29
H -0.87 4.47 -3.34
H -2.63 3.14 -3.49
H -3.96 0.45 -3.01
H -3.04 0.86 -4.44
H -5.45 1.19 -4.83
H -4.60 2.73 -4.92
H -6.15 1.68 -2.51
H -6.67 2.98 -3.59
H -5.65 3.89 -1.49
H -4.72 4.35 -2.92
H -4.07 2.04 -1.03
H -3.23 3.59 -1.10
H -1.23 1.76 -4.65
H 1.60 2.20 -3.62
H 0.55 3.41 -4.33
H 2.20 2.55 -5.95
H 0.55 2.25 -6.48
H 2.40 0.22 -5.16
H 1.91 0.24 -6.86
H 0.54 -1.40 -5.58
H -0.45 -0.09 -6.22
H 0.62 -0.28 -3.35
H -1.05 -0.55 -3.87
H -2.52 3.52 1.96
H -4.47 3.25 3.45
H -4.98 1.02 4.40
H -3.58 -0.89 3.85
H 0.95 -1.91 3.15
H 0.84 0.61 3.26
H 1.74 -0.22 4.52
H -1.05 0.99 4.80
H 0.44 1.58 5.52
H -0.88 0.28 7.18
H 0.66 -0.52 6.83
H -2.01 -1.19 5.53
H -1.24 -2.16 6.78
H -0.72 -3.16 4.61
H 0.73 -2.52 5.36
H -0.93 -3.48 2.52
H -1.48 -3.52 0.28
H -2.99 -2.64 0.49
H -2.52 -5.42 1.62
H -3.32 -5.10 0.09
H -4.74 -5.32 2.36
H -5.23 -4.20 1.09
H -5.04 -3.31 3.58
H -4.48 -2.30 2.26
H -2.68 -4.20 3.80
H -2.85 -2.51 4.22
Br 3.85 4.40 -1.90
C 3.56 2.53 -1.98
C 4.47 1.69 -2.61
C 4.16 0.34 -2.65
C 2.97 -0.10 -2.11
N 2.09 0.71 -1.52
C 2.40 2.01 -1.45
H 5.37 2.08 -3.06
H 4.85 -0.36 -3.11
H 2.70 -1.15 -2.15
H 1.68 2.66 -0.96